(1)
Molecular formula: C2H4N2OS
Method: DFT, the ωB97M-V functional and the def2-TZVPD basis

Bonds (Å) are listed after each position.
Cartesian coordinates (Å):
1 H -0.46454 0.13994 2.95027  N2 1.099
2 N 0.10959 -0.33146 2.14027  H1 1.099, C3 1.337
3 C -0.33686 0.21957 1.00689  N2 1.337, N4 1.293, H8 1.149
4 N -0.07847 -0.20240 -0.18740  C3 1.293, S5 1.862, C6 1.381
5 S 0.83154 -1.81992 -0.33420  N4 1.862, H9 1.301
6 C -0.03829 0.56956 -1.33151  N4 1.381, O7 1.308, H10 1.231
7 O 0.72753 0.20652 -2.32783  C6 1.308
8 H -0.93264 1.19831 1.09743  C3 1.149
9 H 0.96462 -1.52684 -1.59481  S5 1.301
10 H -0.78248 1.54673 -1.41913  C6 1.231

Calculated values
- SMILES: [H]/N=C/N(S)C=O
- DFT total energy: -17999.4255 eV
- Energy relative to the best compared isomer or geometry (same formula, charge and spin): 74.6 kcal/mol
- Net charge: 0
- Gap between HOMO and LUMO: 0.3469 Eh

(2)
Molecular formula: C5H13BS
Method: DFT, the ωB97M-V functional and the def2-TZVPD basis

Bonds (Å) are listed after each position.
Cartesian coordinates (Å):
1 C -1.44463 1.55003 0.64308  C2 1.537, H8 1.095, H9 1.122, H10 1.084
2 C -0.16086 1.19110 -0.12217  C1 1.537, B3 1.541, H11 1.109, H12 1.182
3 B 0.09188 -0.32074 -0.28359  C2 1.541, C4 1.610, S6 2.280
4 C -0.21168 -1.41736 0.85586  B3 1.610, C5 1.605, H13 1.147, H14 1.078
5 C 0.59527 -2.80510 0.85449  C4 1.605, H15 1.123, H16 1.101, H17 1.045
6 S 1.65291 -0.47677 -1.93802  B3 2.280, C7 1.808
7 C 2.77440 0.52325 -0.93172  S6 1.808, H18 1.091, H19 1.066, H20 1.099
8 H -1.32230 1.34237 1.71122  C1 1.095
9 H -1.58333 2.66098 0.56695  C1 1.122
10 H -2.35979 1.16207 0.21003  C1 1.084
11 H -0.16742 1.55051 -1.17151  C2 1.109
12 H 0.73232 1.80750 0.34552  C2 1.182
13 H -1.34871 -1.55203 0.78919  C4 1.147
14 H 0.04075 -0.88666 1.75925  C4 1.078
15 H 0.09553 -3.66948 1.36904  C5 1.123
16 H 0.78659 -3.00718 -0.21127  C5 1.101
17 H 1.57338 -2.70148 1.20717  C5 1.045
18 H 2.25998 0.96687 -0.07743  C7 1.091
19 H 3.42115 1.25617 -1.35683  C7 1.066
20 H 3.44635 -0.29005 -0.62524  C7 1.099

Calculated values
- SMILES: CCB(CC)SC
- DFT total energy: -16905.7608 eV
- Energy relative to the best compared isomer or geometry (same formula, charge and spin): 26.6 kcal/mol
- Net charge: 0
- Gap between HOMO and LUMO: 0.3000 Eh

(3)
Molecular formula: C3H3F2NO
Method: DFT, the ωB97M-V functional and the def2-TZVPD basis

Bonds (Å) are listed after each position.
Cartesian coordinates (Å):
1 O 2.80657 0.47804 0.38538  C2 1.250
2 C 1.82013 -0.18466 -0.00310  O1 1.250, N3 1.400, H8 1.181
3 N 0.54427 0.38530 -0.08767  C2 1.400, C4 1.406, H9 1.091
4 C -0.53974 -0.50629 -0.01151  N3 1.406, C5 1.345, H10 1.025
5 C -1.69278 0.18069 0.07475  C4 1.345, F6 1.287, F7 1.315
6 F -1.76797 1.46468 0.02751  C5 1.287
7 F -2.82128 -0.44718 0.32005  C5 1.315
8 H 1.79965 -1.31517 -0.34272  C2 1.181
9 H 0.27291 1.44126 -0.11263  N3 1.091
10 H -0.42178 -1.49665 -0.25005  C4 1.025

Calculated values
- SMILES: O=CNC=C(F)F
- DFT total energy: -12130.4274 eV
- Energy relative to the best compared isomer or geometry (same formula, charge and spin): 26.7 kcal/mol
- Net charge: 0
- Gap between HOMO and LUMO: 0.3486 Eh

(4)
Molecular formula: C4H6N2O
Method: DFT, the ωB97M-V functional and the def2-TZVPD basis

Bonds (Å) are listed after each position.
Cartesian coordinates (Å):
1 C 2.34706 -0.37345 0.08924  N2 1.320, H8 0.977, H9 1.172
2 N 1.29360 -1.09043 -0.25455  C1 1.320, N3 1.517
3 N -0.04571 -0.45935 -0.58515  N2 1.517, C4 1.491, C5 1.397
4 C -0.07050 0.96597 -0.14766  N3 1.491, C5 1.581, H10 1.060, H11 1.046
5 C -0.87210 -0.22384 0.51575  N3 1.397, C4 1.581, C6 1.486, H12 1.190
6 C -2.14458 -0.25909 -0.25013  C5 1.486, O7 1.276, H13 1.098
7 O -3.31043 -0.66898 0.06792  C6 1.276
8 H 2.40406 0.50177 -0.34205  C1 0.977
9 H 3.29437 -0.92400 0.50394  C1 1.172
10 H 0.41313 1.37483 0.70235  C4 1.060
11 H -0.63836 1.71286 -0.60944  C4 1.046
12 H -0.57064 -0.40796 1.65162  C5 1.190
13 H -2.09989 -0.14832 -1.34183  C6 1.098

Calculated values
- SMILES: C=NN1C[C@H]1C=O
- DFT total energy: -9266.9127 eV
- Energy relative to the best compared isomer or geometry (same formula, charge and spin): 151.9 kcal/mol
- Net charge: 0
- Gap between HOMO and LUMO: 0.3757 Eh

(5)
Molecular formula: C7H12O3S
Method: DFT, the ωB97M-V functional and the def2-TZVPD basis

Bonds (Å) are listed after each position.
Cartesian coordinates (Å):
1 C 1.61751 1.15695 0.20484  C2 1.477, H12 1.148, H13 1.105, H14 1.142
2 C 0.40832 0.34138 -0.02488  C1 1.477, C3 1.596, C9 1.456
3 C -1.02975 1.02393 -0.14503  C2 1.596, C4 1.434, S5 1.734
4 C -1.18065 2.44952 -0.15411  C3 1.434, H15 1.105, H16 1.090, H17 1.100
5 S -2.17250 -0.27727 -0.05557  C3 1.734, O6 1.445, O7 1.428, O8 1.589
6 O -2.76948 -0.39377 1.25483  S5 1.445
7 O -3.03727 -0.15657 -1.18593  S5 1.428
8 O -1.13730 -1.44674 -0.34666  S5 1.589, C9 1.399
9 C 0.18299 -1.09684 -0.04338  C2 1.456, O8 1.399, C10 1.601, C11 1.546
10 C 0.55930 -1.69461 1.39340  C9 1.601, H18 1.097, H19 1.027, H20 1.154
11 C 1.05757 -1.54576 -1.23701  C9 1.546, H21 1.014, H22 1.116, H23 1.030
12 H 2.45701 0.55822 -0.29962  C1 1.148
13 H 1.71993 1.38381 1.28137  C1 1.105
14 H 1.37629 2.02966 -0.49131  C1 1.142
15 H -2.23571 2.75798 -0.03664  C4 1.105
16 H -0.75377 2.72249 -1.11904  C4 1.090
17 H -0.44481 2.92315 0.51287  C4 1.100
18 H -0.22710 -1.38540 2.09253  C10 1.097
19 H 1.48031 -1.38544 1.72654  C10 1.027
20 H 0.46161 -2.83615 1.25564  C10 1.154
21 H 0.67440 -1.20995 -2.11396  C11 1.014
22 H 0.94495 -2.65645 -1.23969  C11 1.116
23 H 2.04815 -1.26213 -1.22919  C11 1.030

Calculated values
- SMILES: CC1=C(C)S(=O)(=O)OC1(C)C
- DFT total energy: -24428.1486 eV
- Energy relative to the best compared isomer or geometry (same formula, charge and spin): 64.8 kcal/mol
- Net charge: 0
- Gap between HOMO and LUMO: 0.3296 Eh

(6)
Molecular formula: C5H13NS
Method: DFT, the ωB97M-V functional and the def2-TZVPD basis

Bonds (Å) are listed after each position.
Cartesian coordinates (Å):
1 C -0.76219 2.23964 -2.69618  S2 1.796, H8 1.091, H9 1.093, H10 1.066
2 S -0.96005 2.25024 -0.91069  C1 1.796, C3 1.814
3 C -1.02818 0.46750 -0.58149  S2 1.814, C4 1.534, H11 1.088, H12 1.075
4 C -0.46595 0.07732 0.79150  C3 1.534, C5 1.524, H13 1.089, H14 1.086
5 C 0.68369 -0.92267 0.76387  C4 1.524, C6 1.531, N7 1.454, H15 1.095
6 C 1.52698 -0.79498 2.03569  C5 1.531, H16 1.092, H17 1.092, H18 1.093
7 N 0.16747 -2.26510 0.55068  C5 1.454, H19 1.010, H20 1.008
8 H -0.99125 3.24753 -3.04645  C1 1.091
9 H 0.26587 2.02814 -3.00224  C1 1.093
10 H -1.40540 1.55004 -3.19272  C1 1.066
11 H -0.45565 -0.01761 -1.36877  C3 1.088
12 H -2.03528 0.10546 -0.68110  C3 1.075
13 H -0.12128 0.94149 1.35831  C4 1.089
14 H -1.30083 -0.31440 1.36481  C4 1.086
15 H 1.27737 -0.73566 -0.13698  C5 1.095
16 H 1.93509 0.20494 2.19871  C6 1.092
17 H 0.87758 -1.03298 2.88044  C6 1.092
18 H 2.37110 -1.48838 2.00135  C6 1.093
19 H -0.48541 -2.60053 1.24436  N7 1.010
20 H 0.90633 -2.94001 0.42689  N7 1.008

Calculated values
- SMILES: CSCC[C@@H](C)N
- DFT total energy: -17721.0396 eV
- Energy relative to the best compared isomer or geometry (same formula, charge and spin): 4.9 kcal/mol
- Net charge: 0
- Gap between HOMO and LUMO: 0.3477 Eh